[1]
90
Properties=species:S:1:pos:R:3:forces:R:3 method="wB97M-V/def2-TZVPD" s2=0.762 multiplicity=2 homo_energy_ev="-11.0 / -11.0" e_lumo_ev="-3.450 / -5.277" charge=+1 de_lowest_ev=0.0000
Bi -1.254 0.063 -0.218 0.07 -0.30 0.32
Br -2.078 0.838 -5.163 0.01 0.08 -0.02
S 2.284 -0.057 -1.453 -0.06 0.05 0.00
P -4.652 0.380 -1.351 -0.06 0.19 0.02
F -3.167 0.700 -2.041 -0.08 -0.01 0.04
F -3.780 -0.006 0.059 -0.01 -0.07 -0.17
F -5.376 0.757 -2.708 -0.01 -0.02 0.00
F -5.994 0.039 -0.584 0.06 -0.02 -0.06
F -4.465 -1.148 -1.811 0.00 -0.06 0.07
F 4.725 -2.222 2.742 -0.01 0.00 0.00
F -4.680 1.900 -0.841 -0.04 -0.06 -0.01
O 0.266 -1.641 -0.913 -0.06 0.06 0.34
O 0.552 -0.092 1.193 -0.07 0.03 -0.15
O -1.348 3.448 2.132 -0.02 0.08 0.09
O 1.075 -3.253 -2.215 0.00 -0.04 -0.07
O -1.800 1.374 1.446 0.03 0.09 0.02
N -1.953 -1.621 1.449 0.05 0.07 -0.23
N -1.059 -1.015 -3.384 0.03 0.01 -0.02
N 1.048 1.002 -1.490 0.26 0.10 0.05
N 1.117 1.387 -3.800 0.14 0.07 -0.03
N 1.793 2.101 4.402 0.01 -0.04 -0.02
N -1.124 2.494 -1.241 0.07 0.08 -0.05
C -2.947 -2.983 -3.919 0.04 0.03 0.00
C -2.438 4.379 -1.855 0.04 -0.02 0.00
C 2.545 1.004 3.996 0.02 0.07 0.02
C 2.120 2.800 5.667 0.00 0.05 -0.02
C -1.205 -3.834 0.758 -0.02 -0.02 -0.04
C 3.992 -1.171 3.133 0.00 0.02 0.02
C 0.220 -2.435 -1.928 0.00 -0.03 -0.01
C 0.633 1.602 -2.570 -0.16 0.02 -0.04
C 2.105 0.251 2.899 0.02 -0.01 0.00
C -3.744 -4.434 -0.183 -0.02 -0.02 0.00
C 4.041 -1.446 -4.720 -0.02 0.02 0.01
C 3.747 0.674 4.659 -0.02 -0.05 0.00
C -0.455 2.604 -2.393 0.01 -0.02 -0.03
C 0.892 0.621 2.191 0.01 0.02 0.03
C 4.253 1.501 5.811 0.02 0.01 -0.02
C 2.456 0.234 -5.438 -0.01 -0.04 0.00
C 1.438 2.091 6.830 -0.01 0.01 0.01
C -3.506 -3.200 0.405 0.03 -0.05 0.02
C -1.882 -3.247 -3.073 -0.04 0.02 -0.05
C 0.701 2.449 3.732 0.00 -0.02 -0.05
C -3.029 -1.748 -4.539 0.00 -0.03 -0.01
C -2.236 -2.913 0.880 0.04 -0.01 0.02
C 3.421 -0.706 -5.733 -0.01 0.00 0.02
C -0.734 3.583 -3.325 0.01 0.06 -0.03
C -2.041 -0.829 -4.241 -0.04 -0.03 -0.04
C 3.693 -1.241 -3.407 -0.03 0.02 -0.05
C -0.974 -2.234 -2.829 0.02 -0.08 -0.09
C -1.753 4.488 -3.046 -0.01 -0.04 0.03
C 4.455 -0.416 4.211 -0.02 0.00 -0.04
C 2.096 0.450 -4.112 -0.10 -0.01 0.02
C -2.095 3.356 -0.974 -0.05 0.02 0.01
C -1.453 -5.062 0.167 0.00 -0.02 0.03
C 3.631 2.890 5.805 0.01 -0.01 0.03
C 2.719 -0.283 -3.093 0.05 -0.07 -0.07
C -2.725 -5.368 -0.301 -0.01 0.01 0.02
C 0.209 1.762 2.646 0.03 0.05 0.05
C 2.843 -0.862 2.467 0.03 -0.02 0.03
C -1.057 2.276 2.028 -0.07 -0.09 -0.05
H -1.186 -1.662 2.111 -0.03 0.00 0.03
H 3.694 -0.875 -6.765 0.01 -0.01 -0.02
H -4.298 -2.472 0.487 -0.06 0.08 0.00
H 4.140 -1.826 -2.615 0.01 -0.02 0.04
H -2.001 5.261 -3.760 0.01 0.02 0.01
H -1.755 -4.207 -2.596 0.02 -0.02 0.00
H 0.173 3.328 4.079 -0.02 0.00 0.01
H -0.650 -5.781 0.073 0.01 0.00 -0.01
H 4.034 3.480 4.979 -0.01 -0.01 -0.01
H 5.388 -0.697 4.684 0.02 -0.01 0.01
H -2.764 -1.194 1.885 -0.02 -0.02 0.02
H 1.971 0.795 -6.226 -0.02 0.01 -0.01
H 1.733 2.554 7.771 -0.01 0.01 0.02
H -2.615 3.216 -0.037 -0.01 0.01 0.02
H 2.493 -1.455 1.632 0.00 0.02 -0.02
H -3.704 -3.733 -4.108 -0.01 -0.01 0.00
H 5.339 1.571 5.750 0.00 0.00 0.02
H 4.784 -2.189 -4.969 0.01 -0.01 -0.01
H -3.234 5.060 -1.595 -0.03 0.00 -0.01
H -0.181 3.674 -4.250 0.05 -0.01 0.01
H -2.919 -6.330 -0.755 0.00 -0.02 0.00
H 0.354 2.159 6.742 -0.01 -0.01 -0.01
H -0.211 -3.586 1.108 0.03 0.01 0.00
H 0.614 1.795 -4.577 -0.06 -0.06 0.04
H 4.029 0.989 6.751 -0.01 0.00 0.01
H -4.737 -4.660 -0.547 -0.01 -0.01 0.00
H -3.829 -1.500 -5.219 0.00 0.01 -0.01
H 1.704 3.802 5.558 0.04 0.00 0.02
H 1.707 1.036 6.866 0.02 -0.02 0.01
H 3.866 3.419 6.729 0.01 0.01 -0.01


[2]
56
Properties=species:S:1:pos:R:3:forces:R:3 method="wB97M-V/def2-TZVPD" homo_energy_ev="-7.8 / -7.8" e_lumo_ev="-0.884 / -0.884"
Se -2.251 -2.050 0.328 0.30 0.14 -0.38
Se -0.523 -0.551 -2.608 -0.40 0.23 -0.35
Ni -0.064 -0.768 0.202 -0.44 -0.41 -0.76
Cl -2.730 2.267 3.995 -0.03 0.00 0.08
F 0.457 -1.154 2.209 0.20 -0.10 1.16
F 0.332 0.348 3.946 0.00 0.06 0.07
F -1.178 -1.383 3.797 -0.05 -0.01 0.09
F 1.030 -1.814 4.354 -0.09 0.02 0.05
N 1.814 -0.002 -0.199 -0.91 -0.94 -0.47
N 2.481 -0.709 -0.988 0.91 0.77 0.64
N -1.007 0.977 0.695 0.40 -0.19 0.17
C -3.797 -0.885 0.558 0.15 0.02 0.01
C 3.376 3.738 0.828 -0.06 -0.07 0.01
C 0.822 -2.365 -0.427 -0.02 1.09 0.73
C -2.005 2.251 2.438 0.04 0.07 -0.25
C -1.571 1.048 1.902 -0.11 0.06 0.17
C 1.948 1.859 1.304 -0.06 -0.40 -0.09
C -0.863 2.098 -0.015 -0.09 0.08 -0.15
C 1.386 -4.686 -0.731 -0.01 0.07 -0.02
C 2.567 -4.336 -1.372 0.01 -0.27 -0.05
C 2.480 3.085 1.663 0.10 0.19 0.05
C 3.748 3.151 -0.377 0.01 0.12 0.02
C -2.379 -1.197 -2.505 0.25 0.16 -0.05
C -2.544 -2.393 -1.589 0.08 0.11 0.20
C 0.522 -3.702 -0.250 -0.02 -0.08 -0.35
C -1.274 3.331 0.452 -0.03 -0.01 -0.03
C 3.224 1.929 -0.748 -0.29 -0.26 -0.01
C -0.956 1.099 -3.576 0.00 -0.28 0.02
C -1.852 3.418 1.708 -0.02 -0.08 0.06
C 2.310 1.276 0.090 0.72 1.08 0.03
C 2.058 -2.021 -1.019 -0.85 -1.36 -0.15
C 2.910 -3.006 -1.519 0.11 0.58 0.05
B 0.169 -1.012 3.653 0.14 -0.10 -0.59
H 1.136 -5.731 -0.594 0.03 0.00 0.01
H 2.211 3.525 2.614 -0.02 -0.04 0.01
H 1.304 1.318 1.988 -0.02 0.01 0.00
H -4.659 -1.381 0.116 0.00 -0.02 0.01
H -3.562 -2.772 -1.668 0.02 -0.08 0.01
H -1.324 0.866 -4.571 -0.01 0.01 0.00
H -1.696 1.679 -3.028 0.02 0.02 0.02
H -3.637 0.087 0.098 0.02 -0.01 0.00
H 3.795 4.691 1.121 -0.01 0.00 -0.01
H -0.027 1.660 -3.660 -0.02 0.04 0.01
H -0.388 -4.001 0.258 0.05 -0.05 0.04
H -0.400 1.997 -0.988 0.06 -0.05 0.04
H -2.995 -0.354 -2.189 -0.02 -0.02 0.02
H -3.958 -0.765 1.626 0.02 0.00 0.01
H -1.848 -3.189 -1.851 -0.02 -0.03 0.04
H 3.855 -2.705 -1.955 -0.02 -0.06 -0.05
H -2.671 -1.477 -3.517 -0.05 0.00 0.01
H 3.511 1.456 -1.676 0.03 0.00 -0.02
H -1.133 4.212 -0.158 0.01 0.00 0.00
H 3.236 -5.106 -1.733 -0.02 0.00 0.00
H 4.460 3.650 -1.023 -0.02 -0.01 -0.02
H -2.183 4.364 2.114 0.01 0.00 0.01
H -1.668 0.136 2.478 0.02 0.02 -0.05


[3]
25
Properties=species:S:1:pos:R:3:forces:R:3 method="wB97M-V/def2-TZVPD" homo_energy_ev=-12.2 e_lumo_ev=-3.344 charge=+1 de_lowest_ev=3.6516
I 0.670 -0.013 -3.670 -0.36 0.22 0.24
N -0.730 -0.045 0.651 0.87 0.78 -4.29
C -0.296 0.431 -1.882 1.77 -2.95 5.29
C 1.184 1.215 1.693 -0.44 -0.43 -1.76
C 0.980 -1.566 -0.636 1.04 5.60 -0.79
C 2.250 -1.408 -0.957 2.17 0.40 0.08
C 0.046 -0.415 -0.649 -1.60 2.96 -4.34
C 0.132 0.102 1.843 0.99 2.06 -0.47
C -1.327 1.555 -1.816 1.13 -3.53 0.27
C -1.823 -1.072 0.869 2.31 0.50 -1.34
H -1.271 -1.916 1.189 0.23 -0.85 1.16
H -2.203 1.040 -1.564 -1.73 -0.57 1.07
H 2.827 -2.315 -0.925 0.28 -0.35 -0.22
H -2.470 -0.632 1.527 -1.88 0.43 1.83
H -1.007 0.933 0.260 -0.31 -1.89 1.70
H -1.609 1.887 -2.731 -0.15 1.26 -3.09
H -2.248 -1.431 -0.036 -0.62 0.52 -1.00
H 0.555 2.067 1.701 0.00 1.61 -0.67
H -1.161 2.361 -1.206 0.78 1.93 1.70
H 0.676 -0.775 2.067 -0.36 -1.48 0.40
H 1.935 1.184 0.860 -1.19 -0.17 0.41
H 1.765 1.330 2.554 0.74 -0.29 1.63
H 0.751 -2.513 -0.513 -2.03 -4.38 0.97
H -0.555 0.530 2.557 -0.06 -0.83 0.95
H 2.928 -0.535 -1.185 -1.58 -0.57 0.29


[4]
20
Properties=species:S:1:pos:R:3:forces:R:3 method="wB97M-V/def2-TZVPD" homo_energy_ev=-8.4 e_lumo_ev=0.700 de_lowest_ev=2.4926
O 0.612 -1.768 0.853 -0.25 -0.39 0.08
O -0.837 -1.189 -1.455 -0.11 0.64 -0.09
O -0.886 0.489 1.488 -0.28 -0.34 0.13
N 2.182 -0.591 -0.428 0.34 -0.12 -0.05
C 1.274 -0.570 0.665 -0.84 1.20 0.00
C 0.416 0.677 1.026 0.54 -0.76 0.11
C 1.565 0.218 1.901 0.09 -0.19 -0.21
C -2.370 0.654 -1.297 -0.18 0.01 0.33
C -1.167 -0.069 -1.795 -0.22 -0.57 -0.46
H 1.312 -0.252 2.840 -0.08 -0.03 0.04
H -2.576 1.547 -1.882 0.02 -0.01 -0.05
H -2.203 0.932 -0.250 0.04 -0.01 -0.09
H -0.613 0.444 -2.603 0.28 -0.01 0.17
H 1.701 -0.739 -1.309 0.05 0.14 0.07
H -1.021 -0.473 1.565 0.12 0.30 -0.03
H 2.754 0.240 -0.466 -0.01 -0.01 -0.08
H -3.236 -0.011 -1.310 0.06 -0.02 -0.02
H 2.464 0.813 1.925 0.16 0.09 -0.02
H 0.110 -1.964 0.039 0.18 0.13 0.31
H 0.521 1.613 0.492 0.07 -0.06 -0.13


| no. | DFT total energy (a.u.) |
| --- | --- |
| 1 | -6398.2070 |
| 2 | -8174.1545 |
| 3 | -665.8819 |
| 4 | -477.5339 |